Run A
Formula: C3H8S2
Source: the OMol25 dataset
Level of theory: ωB97M-V/def2-TZVPD

Calculated values
* gap between HOMO and LUMO: 8.66 eV
* LUMO level: -0.061 eV
* SMILES: C=CC.SS
* highest occupied orbital energy: -8.72 eV
* net charge: 0

Each line ends with the Löwdin charge.
Cartesian coordinates (Å):
S (-1.2953, 0.9368, -1.3571)  0.24
S (-1.8397, -0.4697, 0.2010)  0.24
H (-0.5788, 1.7155, -0.5402)  -0.22
H (-2.2178, -1.3137, -0.8000)  -0.19
C (1.5848, -1.3887, 0.6725)  -0.14
C (2.6366, -0.3202, 0.5973)  -0.24
C (2.5784, 0.8599, 1.2323)  -0.03
H (0.8205, -1.2392, -0.0935)  0.02
H (2.0166, -2.3885, 0.6137)  0.06
H (1.0349, -1.4720, 1.6273)  0.07
H (3.4834, -0.4615, -0.0784)  0.09
H (3.0641, 1.7065, 0.7614)  0.04
H (2.1461, 0.9405, 2.2247)  0.05

***

Run B
Formula: C3H8S2
Source: the OMol25 dataset
Level of theory: ωB97M-V/def2-TZVPD

Calculated values
* gap between HOMO and LUMO: 5.03 eV
* LUMO level: -2.551 eV
* highest occupied orbital energy: -7.59 eV
* net charge: 0

Each line ends with the Löwdin charge.
Cartesian coordinates (Å):
C (-1.7178, -1.1041, 1.7761)  0.10
C (-2.3048, -0.9675, 0.4856)  -0.34
C (4.1793, 2.4288, -0.5265)  -0.58
S (5.6989, 2.0497, -0.9564)  0.58
S (-1.9612, -1.6623, -2.1804)  0.20
H (-1.3892, -0.1971, 2.2886)  0.07
H (-1.7183, -1.9969, 2.3885)  0.07
H (-3.3706, -0.7626, 0.5216)  0.12
H (-2.0552, -1.9227, -0.0305)  -0.02
H (-1.9611, -0.1436, -0.1687)  0.06
H (3.7559, 2.4026, 0.4845)  0.00
H (3.6382, 3.0169, -1.2738)  -0.01
H (-0.7941, -1.1411, -2.8086)  -0.26

***

The structure with the greatest stability is run A.

***

Run A
Formula: C3H8S2
Source: the OMol25 dataset
Level of theory: ωB97M-V/def2-TZVPD

Calculated values
* gap between HOMO and LUMO: 7.62 eV
* LUMO level: -1.324 eV
* SMILES: CCCSS
* highest occupied orbital energy: -8.94 eV
* net charge: 0

Each line ends with the Löwdin charge.
Cartesian coordinates (Å):
C (-1.4118, 1.2838, 0.1319)  -0.38
C (-2.9122, 1.0509, 0.3205)  -0.10
C (-0.6671, -0.0849, 0.0460)  -0.68
S (0.9603, 0.6150, -0.1337)  0.61
S (1.7822, -1.7815, -0.1928)  0.33
H (-0.8388, 1.8470, 0.9317)  0.10
H (-1.1975, 1.7564, -0.8231)  0.08
H (-3.2701, 1.2221, 1.3399)  0.08
H (-3.4566, 1.5610, -0.4907)  0.08
H (-3.0562, 0.0075, 0.0371)  0.06
H (-1.1293, -0.7356, -0.6858)  0.08
H (-0.5484, -0.7102, 0.9045)  0.03
H (2.6169, -1.0606, 0.5848)  -0.28

***

Run B
Formula: C3H8S2
Source: the OMol25 dataset
Level of theory: ωB97M-V/def2-TZVPD

Calculated values
* gap between HOMO and LUMO: 8.99 eV
* LUMO level: 0.509 eV
* highest occupied orbital energy: -8.48 eV
* net charge: 0

Each line ends with the Löwdin charge.
Cartesian coordinates (Å):
C (0.7446, -2.1727, 0.7598)  -0.54
C (-0.3269, 0.5000, 0.9401)  -0.99
C (-0.4778, 1.6587, -1.6149)  -0.43
H (1.8507, -2.6219, 1.5106)  0.12
H (-0.4835, -2.2642, 1.3985)  0.12
H (0.7586, -2.7503, -0.5315)  0.12
H (-0.4028, 0.9415, 1.9593)  0.00
H (-1.4586, -0.0007, 0.6933)  0.13
H (0.4473, 2.4950, -2.4057)  0.16
H (0.1471, 0.7717, -1.8271)  -0.02
H (-1.6015, 1.6604, -1.9005)  0.04
S (1.1270, -0.3951, 0.8127)  0.65
S (-0.3242, 2.1775, 0.2055)  0.66

***

The structure with the greatest stability is run A.

***

Run A
Formula: C6H8O3
Source: the OMol25 dataset
Level of theory: ωB97M-V/def2-TZVPD

Calculated values
* gap between HOMO and LUMO: 9.43 eV
* LUMO level: -0.147 eV
* SMILES: CC(=O)/C=C(/C)C(=O)O
* highest occupied orbital energy: -9.58 eV
* net charge: 0

Each line ends with the Löwdin charge.
Cartesian coordinates (Å):
C (-0.9437, -0.2224, 2.0960)  -0.01
C (0.7201, 1.3663, -1.8285)  -0.05
C (1.1055, -0.5784, -0.0471)  -0.45
C (-1.1089, -0.7861, 0.6942)  -0.46
C (0.0055, 0.5024, -0.8799)  -0.16
C (-1.1885, 0.3208, -0.3857)  0.01
O (1.1510, -1.7457, -0.7175)  0.11
O (2.0351, -0.1700, 0.6132)  0.10
O (-1.6374, -1.8686, 0.4624)  0.09
H (2.0134, -2.1515, -0.5064)  0.14
H (-2.1220, 0.8290, -0.5770)  0.12
H (-0.5617, -1.0107, 2.7461)  0.09
H (-1.9222, 0.1209, 2.4398)  0.10
H (-0.2464, 0.6154, 2.1122)  0.08
H (1.5827, 1.8427, -1.3544)  0.09
H (1.0720, 0.7822, -2.6825)  0.09
H (0.0454, 2.1538, -2.1849)  0.09

***

Run B
Formula: C6H8O3
Source: the OMol25 dataset
Level of theory: ωB97M-V/def2-TZVPD

Calculated values
* gap between HOMO and LUMO: 10.08 eV
* LUMO level: 0.756 eV
* SMILES: O=C1CC[C@H]2CO[C@@H]1O2
* highest occupied orbital energy: -9.33 eV
* net charge: 0

Each line ends with the Löwdin charge.
Cartesian coordinates (Å):
O (-0.9306, -0.8143, 2.5317)  0.10
O (0.5273, 1.6794, 0.9692)  -0.04
O (1.4764, -0.2527, 0.2804)  -0.04
C (-0.4954, -0.5670, 1.4374)  -0.31
C (-1.1216, -1.1885, 0.2049)  -0.06
C (0.4045, 1.6412, -0.4666)  -0.12
C (-0.4322, -0.6796, -1.1065)  -0.13
C (0.7965, 0.2354, -0.8753)  -0.29
C (0.7905, 0.3054, 1.4111)  -0.18
H (-1.0158, -2.2516, 0.2130)  0.11
H (-2.2642, -1.0361, 0.1300)  0.15
H (1.2389, 2.2516, -0.8831)  0.14
H (-0.4823, 2.0186, -0.8997)  0.11
H (-0.2010, -1.5876, -1.7154)  0.12
H (-0.9847, -0.0643, -1.7748)  0.09
H (1.3495, 0.1201, -1.8074)  0.15
H (1.3441, 0.1901, 2.3512)  0.17

***

The structure with the greatest stability is run B.

***

Run A
Formula: C5H8N3
Source: the OMol25 dataset
Level of theory: ωB97M-V/def2-TZVPD

Calculated values
* gap between HOMO and LUMO: 8.66 eV
* LUMO level: -5.757 eV
* highest occupied orbital energy: -14.42 eV
* net charge: +1

Each line ends with the Löwdin charge.
Cartesian coordinates (Å):
C (1.9468, 0.7682, 1.0422)  0.02
C (0.2077, -0.8710, -1.9713)  0.00
C (3.0759, 1.1338, 1.5735)  0.16
C (-2.4980, -0.4549, -0.2111)  -0.11
C (-1.3752, -0.1456, 0.7497)  -0.20
N (0.8633, 0.6639, 0.4531)  0.08
N (0.6933, -1.0311, -3.0081)  0.12
N (-0.2307, 0.4812, 0.0396)  0.06
H (3.5408, 1.9354, 1.1188)  0.07
H (3.5055, 0.7476, 2.4627)  0.09
H (-3.3777, -0.7688, 0.3841)  0.10
H (-2.7501, 0.3728, -0.8507)  0.08
H (-2.2737, -1.3763, -0.8023)  0.08
H (-1.6176, 0.8114, 1.2870)  0.15
H (-1.0830, -1.0026, 1.4909)  0.17
H (1.3728, -1.2641, -3.7582)  0.12

***

Run B
Formula: C5H8N3
Source: the OMol25 dataset
Level of theory: ωB97M-V/def2-TZVPD

Calculated values
* gap between HOMO and LUMO (spin up / spin down): 9.44 / 9.43 eV
* LUMO level (spin up / spin down): -4.119 / -4.119 eV
* highest occupied orbital energy (spin up / spin down): -13.55 / -13.55 eV
* net charge: +1

Each line ends with the Löwdin charge.
Cartesian coordinates (Å):
C (-1.5958, -1.1528, 0.0648)  -0.05
C (-0.4025, 0.8120, 0.0278)  0.05
C (0.8600, 1.5249, 0.1919)  -0.09
C (1.7411, 0.3056, -0.1941)  -0.14
C (0.9920, -0.9967, 0.1210)  -0.05
N (-2.3438, 0.9874, -0.0632)  0.21
N (-2.5153, -0.2382, -0.0753)  -0.12
N (-0.4167, -0.5098, -0.0009)  -0.05
H (-1.7001, -2.1602, 0.0097)  0.13
H (0.8664, 2.3537, -0.4751)  0.12
H (1.2533, 2.0293, 1.1057)  0.15
H (1.6661, 0.2801, -1.2486)  0.10
H (2.8723, 0.3987, 0.1015)  0.18
H (1.2346, -1.8127, -0.5217)  0.13
H (1.0089, -1.1622, 1.2706)  0.18
H (-3.5203, -0.6590, -0.3139)  0.26

***

The structure with the greatest stability is run B.

***

Run A
Formula: C10H15NO2
Source: the OMol25 dataset
Level of theory: ωB97M-V/def2-TZVPD

Calculated values
* gap between HOMO and LUMO: 8.85 eV
* LUMO level: 0.764 eV
* SMILES: Cc1ccc(O)cc1.CCC(N)=O
* highest occupied orbital energy: -8.08 eV
* net charge: 0

Each line ends with the Löwdin charge.
Cartesian coordinates (Å):
C (2.3819, 1.8019, 0.8849)  -0.05
C (-1.4524, 1.5008, 1.3292)  0.01
C (-0.0898, 1.9899, 0.9715)  -0.02
C (-1.5754, 0.1609, 1.6232)  -0.40
C (1.0227, 1.1796, 1.0542)  -0.27
C (-0.4250, -0.6596, 1.6496)  -0.03
C (0.8094, -0.2544, 1.2466)  -0.04
O (-2.7626, -0.3019, 1.9592)  0.05
H (-2.3085, 2.0689, 1.2627)  0.07
H (0.0820, 2.9690, 0.7039)  0.07
H (-3.3953, 0.4228, 1.6751)  0.14
H (-0.7322, -1.7041, 1.7033)  0.12
H (2.6946, 1.9738, 1.8440)  0.05
H (2.4138, 2.7922, 0.4892)  0.07
H (1.6262, -0.9723, 1.2921)  0.11
H (3.0216, 1.1084, 0.2659)  0.10
C (0.1710, -0.1319, -2.5099)  -0.19
C (-1.3344, -0.1141, -2.2963)  -0.10
C (0.9908, -1.2012, -1.7240)  -0.51
O (2.0689, -1.1592, -1.2186)  0.05
N (0.3289, -2.4596, -1.7102)  0.15
H (0.5494, -0.1466, -3.5445)  0.11
H (0.6676, 0.8497, -2.5145)  0.11
H (-1.4177, -0.9088, -1.5329)  0.06
H (0.9694, -3.1130, -1.2993)  0.10
H (-0.3595, -2.6540, -2.3283)  0.04
H (-1.8948, -0.3950, -3.2283)  0.08
H (-1.6620, 0.9840, -2.1163)  0.10

***

Run B
Formula: C10H15NO2
Source: the OMol25 dataset
Level of theory: ωB97M-V/def2-TZVPD

Calculated values
* gap between HOMO and LUMO: 8.80 eV
* LUMO level: 0.770 eV
* highest occupied orbital energy: -8.03 eV
* net charge: 0

Each line ends with the Löwdin charge.
Cartesian coordinates (Å):
C (-0.8484, 0.6338, 1.2271)  -0.25
C (-0.9729, 0.5997, -0.2293)  -0.24
C (-0.3464, -0.3829, 1.8619)  -0.05
C (-0.1288, -0.0558, -1.0141)  -0.19
C (1.0767, -0.7920, -0.6228)  -0.20
C (-0.9731, 2.0439, 1.8298)  -0.01
C (-2.1714, 1.3813, -0.7483)  -0.04
C (-0.0010, -1.4867, 2.4947)  0.02
C (-0.3629, 0.2373, -2.4983)  -0.02
C (1.0827, -2.3078, -0.8437)  -0.01
N (2.1481, -0.2440, -0.0762)  -0.31
O (1.9762, 0.9272, 0.3795)  -0.04
O (3.3138, -0.9259, -0.0876)  0.08
H (-0.3581, 1.8678, 2.6632)  0.07
H (-1.9263, 2.3034, 2.1340)  0.06
H (-0.4004, 2.6034, 1.1625)  0.08
H (-2.8903, 0.6959, -1.3229)  0.12
H (-1.7662, 2.2705, -1.2990)  0.10
H (-2.6654, 1.8553, 0.1086)  0.06
H (-0.8124, -2.2049, 2.7921)  0.08
H (0.9746, -1.8161, 2.6271)  0.03
H (3.8057, -0.2079, 0.4374)  0.17
H (-1.4170, 0.2291, -2.5940)  0.04
H (0.1656, -0.4625, -3.1601)  0.09
H (0.0175, 1.2707, -2.6581)  0.11
H (1.0827, -2.7488, 0.1810)  0.08
H (2.0985, -2.6149, -1.2066)  0.08
H (0.2985, -2.6691, -1.5378)  0.09

***

Run C
Formula: C10H15NO2
Source: the OMol25 dataset
Level of theory: ωB97M-V/def2-TZVPD

Calculated values
* gap between HOMO and LUMO: 8.57 eV
* LUMO level: 0.466 eV
* SMILES: Cc1ccc(O)cc1.CCC(N)=O
* highest occupied orbital energy: -8.10 eV
* net charge: 0

Each line ends with the Löwdin charge.
Cartesian coordinates (Å):
C (0.5291, -0.2869, 2.6814)  -0.19
C (-0.6974, 0.0424, 1.8479)  -0.12
C (1.7707, -0.0956, 1.8416)  -0.40
O (1.7430, 0.8437, 1.0219)  0.02
N (3.1361, -0.5819, 2.3495)  0.14
H (0.4763, 0.5039, 3.6173)  0.17
H (0.5756, -1.2958, 3.1985)  0.12
H (-0.7225, 0.9754, 1.2191)  0.10
H (3.7226, -0.4870, 1.6571)  -0.01
H (2.9497, -1.5932, 2.5657)  0.09
H (-1.4875, 0.1241, 2.5412)  0.05
H (-0.8733, -0.7883, 1.1028)  0.07
C (0.1845, 2.4236, -2.0381)  -0.04
C (0.0849, -1.3502, -1.2561)  0.03
C (0.5660, -0.0129, -1.4313)  -0.05
C (-1.3581, -1.4201, -1.3860)  -0.40
C (-0.3286, 1.0072, -1.7034)  -0.27
C (-2.2846, -0.3492, -1.5030)  -0.01
C (-1.7221, 0.9134, -1.6024)  -0.05
O (-1.8395, -2.5871, -1.7194)  0.00
H (0.6116, -2.2328, -1.2763)  0.08
H (1.5541, 0.1326, -1.5752)  0.07
H (-2.0425, -3.1834, -0.8933)  0.18
H (-3.3013, -0.6219, -1.3063)  0.11
H (-0.6051, 3.0904, -1.7357)  0.07
H (0.5309, 2.4902, -3.0660)  0.07
H (-2.3383, 1.7803, -1.5389)  0.10
H (1.1657, 2.5593, -1.6125)  0.07

***

Run D
Formula: C10H15NO2
Source: the OMol25 dataset
Level of theory: ωB97M-V/def2-TZVPD

Calculated values
* gap between HOMO and LUMO: 9.71 eV
* LUMO level: 0.565 eV
* SMILES: Cc1ccc(O)cc1.CCC(N)=O
* highest occupied orbital energy: -9.15 eV
* net charge: 0

Each line ends with the Löwdin charge.
Cartesian coordinates (Å):
C (0.9808, 1.7825, 0.8315)  -0.15
C (-0.0978, 2.4833, 1.7192)  -0.08
C (1.4784, 2.7203, -0.2317)  -0.57
O (1.7020, 3.9012, -0.0317)  0.03
N (1.6196, 2.1741, -1.4593)  0.18
H (1.7652, 1.4928, 1.5363)  0.12
H (0.6143, 0.8369, 0.4224)  0.09
H (0.0006, 2.0286, 2.6977)  0.06
H (2.1037, 2.8049, -2.0743)  0.11
H (1.2965, 1.2285, -1.5833)  0.06
H (-1.0997, 2.2419, 1.3496)  0.07
H (0.0177, 3.5624, 1.7339)  0.07
C (-1.3569, -2.7113, 1.8716)  -0.04
C (-0.9180, -2.0801, 0.5603)  -0.27
C (-1.8504, -1.4095, -0.2555)  -0.03
C (0.3533, -2.2662, 0.0683)  -0.06
C (-1.3646, -0.7798, -1.3800)  -0.03
C (0.8178, -1.7456, -1.1362)  -0.01
C (-0.0655, -0.9386, -1.8288)  -0.35
O (0.4209, -0.1308, -2.8319)  0.01
H (-2.3720, -3.0583, 1.6859)  0.08
H (-1.2735, -2.0802, 2.7520)  0.08
H (-2.9143, -1.4731, -0.0682)  0.11
H (1.0652, -2.7823, 0.6882)  0.11
H (-2.0158, -0.1462, -1.9784)  0.12
H (1.8541, -1.8981, -1.4037)  0.12
H (-0.0051, -0.1774, -3.6875)  0.11
H (-0.7568, -3.5799, 2.0336)  0.06

***

The structure with the greatest stability is run D.

***

Run A
Formula: H2S
Source: the OMol25 dataset
Level of theory: ωB97M-V/def2-TZVPD

Calculated values
* gap between HOMO and LUMO: 10.84 eV
* LUMO level: 1.031 eV
* SMILES: S
* highest occupied orbital energy: -9.81 eV
* net charge: 0

Each line ends with the Löwdin charge.
Cartesian coordinates (Å):
S (0.0739, 0.5880, -0.2004)  0.45
H (0.8110, -0.2456, 0.5555)  -0.23
H (-0.8849, -0.3424, -0.3551)  -0.23

***

Run B
Formula: H2S
Source: the OMol25 dataset
Level of theory: ωB97M-V/def2-TZVPD

Calculated values
* gap between HOMO and LUMO: 10.72 eV
* LUMO level: 0.930 eV
* SMILES: S
* highest occupied orbital energy: -9.79 eV
* net charge: 0

Each line ends with the Löwdin charge.
Cartesian coordinates (Å):
H (-0.6446, -0.0410, 0.8887)  -0.18
H (0.0493, 0.1024, -1.0794)  -0.20
S (0.5953, -0.0615, 0.1906)  0.38

***

The structure with the greatest stability is run A.